Computed, not measured: C24H45DyNO2P2 as an isolated structure, with ωB97M-V with the def2-TZVPD basis set.

The geometry in XYZ format:
```
75
Properties=species:S:1:pos:R:3:forces:R:3:lowdin_spin:R:1
Dy -0.062119 0.019548 -0.273158 -0.413 0.278 0.246 5.10
C -2.078503 1.626225 0.172997 -0.227 -1.235 0.244 -0.01
C -2.493934 0.717679 -0.852262 0.254 -0.337 0.727 -0.01
C -2.248973 -0.488010 1.105788 -0.047 0.864 -0.517 -0.01
C -1.964692 0.883289 1.387325 -0.218 -0.411 -0.863 -0.01
C -2.601126 -0.591736 -0.272010 0.367 1.078 0.212 -0.01
C -1.915478 3.092098 0.043796 0.106 0.611 -0.034 0.00
H -1.512723 3.362762 -0.939453 -0.143 0.095 0.080 0.00
H -1.215906 3.472594 0.800064 -0.223 0.034 -0.177 0.00
H -2.878229 3.610462 0.177445 0.309 -0.046 -0.087 0.00
C -1.706345 1.421889 2.745308 0.240 -0.013 0.650 0.00
H -1.439284 2.483132 2.726011 -0.093 -0.166 0.026 0.00
H -0.879381 0.877815 3.230201 -0.323 0.217 -0.039 0.00
H -2.599173 1.307492 3.388963 0.380 0.083 -0.281 0.00
C -2.256340 -1.583277 2.110218 -0.006 -0.408 0.378 0.00
H -3.276835 -1.769760 2.486575 0.346 0.025 -0.085 0.00
H -1.606754 -1.348090 2.965882 -0.222 -0.079 -0.264 0.00
H -1.888346 -2.521098 1.671032 -0.134 0.095 0.149 0.00
C -3.115591 -1.798549 -0.964756 -0.097 -0.475 -0.305 0.00
H -4.218777 -1.832816 -0.946965 0.387 -0.031 -0.017 0.00
H -2.737942 -2.709965 -0.490687 -0.171 0.031 -0.059 0.00
H -2.791990 -1.819374 -2.013744 -0.174 -0.069 0.148 0.00
C -2.861838 1.087393 -2.243588 -0.289 0.251 -0.657 0.00
H -3.861144 1.566318 -2.306542 0.482 -0.263 0.056 0.00
H -2.857400 0.215697 -2.907896 -0.189 0.217 0.243 0.00
H -2.136684 1.786131 -2.673732 -0.203 0.104 0.029 0.00
C 1.557707 0.443454 -3.058918 -0.290 0.766 -0.007 0.00
C 0.514867 1.289089 -3.219190 0.912 -0.037 0.378 0.00
C -0.122594 1.532403 -4.553145 -0.436 0.471 -0.368 0.00
C -1.004668 0.417775 -5.194637 -0.637 0.125 -0.402 0.00
C -1.099450 -0.898317 -4.475771 0.114 -0.273 -0.163 0.00
C -0.055600 -1.714371 -4.324134 -0.068 0.061 0.011 0.00
C 1.298788 -1.410407 -4.902609 0.181 -0.562 -0.333 0.00
C 2.151394 -0.313766 -4.211468 0.636 -0.323 -0.006 0.00
H 0.654988 1.810765 -5.283496 -0.044 -0.135 0.341 0.00
H -0.665775 0.259924 -6.236641 -0.061 -0.041 0.469 0.00
H -0.757889 2.425714 -4.459544 0.253 -0.227 -0.047 0.00
H 2.479743 0.401122 -4.985189 -0.169 -0.063 0.333 0.00
H 2.186745 0.418436 -2.150065 -0.581 0.175 -0.088 0.00
H 0.224044 2.028718 -2.450540 0.214 -0.600 0.050 0.00
H 3.074648 -0.792957 -3.857630 -0.194 0.189 -0.074 0.00
H 1.878347 -2.350440 -4.881988 -0.185 0.422 -0.101 0.00
H -0.139417 -2.686118 -3.835828 -0.298 0.227 -0.085 0.00
H 1.195032 -1.153793 -5.972024 -0.068 -0.068 0.405 0.00
H -2.032378 0.811474 -5.288019 0.468 -0.108 0.011 0.00
H -2.106976 -1.190278 -4.177663 0.373 -0.150 0.146 0.00
P 1.860692 2.181909 0.449901 0.641 0.361 0.771 -0.01
C 1.667722 2.899877 2.128758 -0.745 -0.070 0.089 0.00
H 2.520764 3.560982 2.328109 -0.217 -0.154 -0.043 0.00
H 1.640700 2.077852 2.863042 0.043 0.509 -0.316 0.00
H 0.733993 3.472207 2.197480 0.241 -0.061 0.101 0.00
C 3.540828 1.524453 0.792718 0.109 -0.405 -0.465 0.00
H 4.181987 2.334360 1.176671 -0.230 -0.311 -0.157 0.00
H 3.973768 1.124831 -0.132576 0.123 0.042 0.206 0.00
H 3.475023 0.716898 1.535449 0.049 0.310 -0.221 0.00
C 2.258366 3.668769 -0.515687 -0.189 -0.008 -0.234 0.00
H 2.678147 3.364555 -1.478762 0.033 0.160 0.062 0.00
H 2.962418 4.304588 0.031472 -0.104 -0.075 -0.192 0.00
H 1.328842 4.213917 -0.706016 0.166 0.091 0.000 0.00
P 1.019461 -2.717064 -0.269139 0.207 -1.081 -0.008 -0.01
C 0.009776 -4.050109 -1.015875 -0.319 -0.078 0.066 0.00
H 0.660656 -4.866913 -1.362544 -0.262 0.190 0.193 0.00
H -0.528418 -3.632185 -1.871080 -0.034 -0.224 0.074 0.00
H -0.722150 -4.437798 -0.287529 0.249 0.144 -0.330 0.00
C 2.571935 -3.037118 -1.187566 0.254 0.356 -0.061 0.00
H 2.374261 -3.053819 -2.268998 0.064 -0.030 0.279 0.00
H 3.000784 -3.999089 -0.861466 -0.158 0.356 -0.217 0.00
H 3.286125 -2.231784 -0.981764 0.057 -0.219 -0.065 0.00
C 1.440862 -3.458620 1.358129 -0.116 0.205 0.244 0.00
H 1.750377 -4.509315 1.223728 -0.121 0.426 0.007 0.00
H 0.571061 -3.406012 2.028359 0.218 -0.053 -0.217 0.00
H 2.241532 -2.892966 1.855666 -0.180 -0.186 -0.240 0.00
O 1.329598 -1.071032 3.574432 0.268 1.838 -1.833 0.00
N 1.507997 -0.183823 2.764293 -1.154 -2.051 0.715 0.00
O 0.689044 -0.274322 1.665181 1.291 -0.279 1.521 -0.01
```
Positions in Å, forces in eV/Å.

Output
⟨S²⟩	9.351
HOMO energy (alpha / beta)	-10.6 / -10.6	eV
LUMO energy (alpha / beta)	-2.660 / -2.520	eV
net charge	+1
spin multiplicity	6

***

Computed, not measured: C41H51MoN4PTe as an isolated structure, with ωB97M-V with the def2-TZVPD basis set.

The geometry in XYZ format:
```
99
Properties=species:S:1:pos:R:3:forces:R:3:lowdin_spin:R:1
Mo 0.818992 0.653289 -1.196152 -0.720 0.243 -1.540 0.95
C -4.087276 -2.587761 -3.438157 0.069 -0.058 0.038 0.32
C -3.013675 -3.085090 -4.134140 -0.037 -0.037 0.104 0.03
C -1.712356 -2.599509 -4.112689 -0.002 0.020 -0.001 0.27
C -1.215641 -1.573974 -3.250515 0.231 0.257 0.072 0.06
C -1.718734 -1.250599 -1.907972 0.037 -0.338 -0.165 0.01
C -4.175110 -1.292850 -2.675402 -0.017 0.019 -0.020 0.03
N -0.146686 -0.941774 -3.636967 0.031 -0.349 -0.247 0.15
C 0.398533 0.247876 -3.745434 -0.161 0.197 0.106 0.02
C -0.333659 1.332103 -4.362265 0.013 -0.175 0.041 0.01
C 0.310170 2.386686 -4.920393 0.113 0.075 -0.018 0.00
C 1.732439 2.489057 -4.896089 -0.101 0.060 -0.043 0.00
C 2.449760 1.579949 -4.199147 0.070 -0.144 0.194 0.00
C 1.808514 0.511676 -3.487719 -0.727 0.722 -0.014 0.00
N 2.598641 -0.310138 -2.736964 0.488 -0.436 -0.543 -0.01
N 1.953169 -1.051383 -1.943406 0.281 -0.246 0.901 0.06
C 2.725172 -1.983048 -1.186535 0.088 -0.259 0.129 0.00
C 4.110735 -2.086252 -1.272968 -0.187 0.061 -0.077 0.01
C 4.731082 -3.018071 -0.459339 -0.041 -0.074 0.066 0.00
C 3.956893 -3.808067 0.381029 0.073 0.057 -0.068 0.01
C 2.582861 -3.626805 0.374603 -0.042 -0.013 0.013 0.00
N 1.970585 -2.726771 -0.389914 -0.010 0.105 -0.051 0.01
H -5.032480 -3.098995 -3.580320 0.003 -0.010 0.014 0.01
H -3.204613 -3.918101 -4.800180 -0.003 0.000 -0.001 0.00
H -1.012464 -2.952244 -4.859005 0.015 0.024 -0.003 0.01
H -0.965630 -0.680187 -1.372264 -0.181 0.400 0.173 0.01
H -5.163209 -1.278635 -2.213055 -0.003 -0.011 -0.016 0.00
H -1.401117 1.203698 -4.475702 -0.005 0.012 -0.023 0.00
H -0.264036 3.145324 -5.436531 -0.014 -0.004 0.004 0.00
H 2.222694 3.287371 -5.435124 0.007 0.003 0.004 0.00
H 3.529995 1.623597 -4.140282 0.010 0.005 -0.003 0.00
H 4.670641 -1.469373 -1.958661 0.014 0.023 -0.024 0.00
H 5.805942 -3.134641 -0.490683 0.004 -0.006 0.006 0.00
H 4.405930 -4.555055 1.019713 0.004 -0.004 0.004 0.00
H 1.942232 -4.228590 1.009425 0.001 -0.002 0.004 0.00
C -1.827857 -0.753508 2.660571 0.030 -0.007 -0.001 0.00
C -2.206570 -0.831760 1.200635 0.091 -0.086 -0.051 0.00
C -1.892066 -1.936715 0.501224 -0.178 0.013 0.023 0.00
C -1.035638 -3.022669 1.099812 0.005 0.028 0.007 0.00
C -2.409504 -2.178728 -0.883050 -0.056 0.103 0.091 0.00
C -2.741358 -3.649005 -1.099881 0.016 0.010 -0.078 0.02
C -3.177570 -1.028560 -1.525866 0.051 -0.054 0.103 0.01
C -4.125816 -0.177273 -3.764735 -0.033 0.007 -0.032 0.03
C -3.485420 0.155612 -0.656596 -0.057 0.035 -0.023 0.01
C -4.408171 1.213103 -1.202967 -0.049 0.028 0.076 0.00
C -2.983247 0.258247 0.591319 0.069 0.079 -0.080 0.00
C -3.199222 1.506397 1.418244 0.004 -0.016 -0.020 0.00
H -1.912888 -1.731702 3.130759 0.028 0.003 0.003 0.00
H -2.470858 -0.077820 3.217117 -0.041 -0.013 0.002 0.00
H -0.798039 -0.410272 2.816670 -0.059 0.023 0.012 0.00
H -0.256399 -2.589103 1.729331 0.007 -0.014 -0.006 0.00
H -0.541536 -3.597783 0.319132 0.012 -0.025 0.016 0.00
H -1.609433 -3.709605 1.727613 0.006 -0.009 0.005 0.00
H -3.716251 -3.793743 -1.553498 -0.027 0.014 -0.030 0.01
H -2.783935 -4.138230 -0.130302 0.000 -0.020 -0.022 0.00
H -2.005136 -4.173434 -1.707675 -0.008 -0.002 -0.031 0.00
H -3.180271 0.362274 -3.714337 0.000 0.002 -0.004 0.00
H -4.930031 0.541830 -3.646014 0.016 -0.017 -0.030 0.00
H -4.212558 -0.602104 -4.762738 -0.004 -0.005 -0.004 0.00
H -3.979137 1.741789 -2.055727 -0.006 0.029 0.038 0.00
H -4.664698 1.948952 -0.449654 -0.024 -0.021 -0.003 0.00
H -5.351520 0.775833 -1.532820 0.021 0.017 -0.017 0.00
H -4.132833 1.466168 1.984373 -0.003 0.006 0.015 0.00
H -3.226403 2.401534 0.800312 -0.018 -0.003 0.014 0.00
H -2.394391 1.641047 2.134855 -0.044 -0.022 -0.018 0.00
C 1.913741 2.459874 7.579622 -0.003 -0.001 0.004 0.00
C 1.819194 1.888078 6.195633 -0.004 -0.001 -0.041 0.00
C 1.013322 2.465969 5.225572 -0.026 -0.032 0.064 0.00
C 0.911411 1.937136 3.944277 -0.080 0.079 -0.148 0.00
C -0.018761 2.619434 2.978947 0.024 -0.001 0.045 0.00
C 1.671627 0.814444 3.617439 -0.267 -0.515 0.177 0.00
Te 1.776523 0.027488 1.615799 0.315 0.403 1.024 -0.01
C 2.475541 0.182977 4.581241 0.041 -0.066 0.023 0.00
C 3.258220 -1.089329 4.362217 -0.008 0.017 -0.023 0.00
C 2.531786 0.745696 5.850780 0.008 0.036 -0.024 0.00
H 1.337631 3.378171 7.672481 0.000 0.002 0.002 0.00
H 2.950521 2.677115 7.837553 0.003 0.003 0.005 0.00
H 1.538628 1.746720 8.314694 0.000 0.000 0.004 0.00
H 0.431266 3.346853 5.472768 -0.004 0.004 0.000 0.00
H -1.009286 2.730563 3.421262 0.035 0.043 0.035 0.00
H -0.132115 2.039743 2.063843 -0.035 0.026 -0.021 0.00
H 0.335010 3.625456 2.736200 0.011 -0.014 -0.047 0.00
H 3.605205 -1.219917 3.338937 0.014 0.012 0.008 0.00
H 2.649270 -1.958774 4.620385 -0.016 -0.004 -0.036 0.00
H 4.132099 -1.103378 5.010845 -0.010 -0.014 0.017 0.00
H 3.157869 0.270193 6.597134 0.007 -0.004 0.005 0.00
C 3.337356 3.313441 -1.467277 -0.093 0.416 0.232 -0.01
P 2.120620 2.545656 -0.382180 0.272 -1.240 -0.949 -0.02
C 2.883641 1.896115 1.195374 -0.254 0.565 -0.063 -0.01
C 0.402825 2.985814 -0.630481 -0.346 0.967 0.595 0.01
H 3.691732 4.275529 -1.094887 -0.010 -0.017 0.033 0.00
H 2.880885 3.438216 -2.447729 0.028 0.014 0.002 0.00
H 4.178756 2.623843 -1.539806 -0.003 -0.016 -0.027 0.00
H 2.905126 2.525425 2.081094 0.010 0.076 -0.041 0.00
H 3.901320 1.643391 0.887883 0.036 0.093 0.002 0.00
H 1.791855 1.043486 -0.100132 1.225 -0.824 0.055 -0.01
H -0.115518 3.224884 0.295742 -0.104 -0.101 -0.036 0.00
H -0.251347 2.233815 -1.262196 0.049 -0.065 0.193 0.01
H 0.304521 3.852356 -1.289919 0.136 -0.041 -0.040 0.00
```
Positions in Å, forces in eV/Å.

Output
⟨S²⟩	2.051
HOMO energy (alpha / beta)	-12.4 / -12.4	eV
LUMO energy (alpha / beta)	-6.331 / -6.514	eV
net charge	+2
spin multiplicity	3

***

Computed, not measured: C8H10 as an isolated structure, with ωB97M-V with the def2-TZVPD basis set.

The geometry in XYZ format:
```
18
Properties=species:S:1:pos:R:3:forces:R:3:nbo_charge:R:1
C 4.143571 0.664779 -2.436475 2.765 -1.671 -0.281 -0.24
C -0.669521 -0.416921 2.440063 0.486 1.568 -0.924 -0.19
C -1.504750 -1.287021 1.917186 1.630 0.391 -1.275 -0.21
C -0.874807 -0.931917 0.465190 -0.735 -1.410 -2.430 0.02
C 3.271874 0.957597 -1.664883 -1.168 0.921 -0.843 -0.25
C -0.125972 -0.000188 0.998339 0.573 0.827 0.718 -0.04
C -0.891887 -1.373122 -1.084045 -0.977 -1.650 4.933 -0.64
C 0.762794 1.071071 0.374508 -1.606 -0.233 4.809 -0.64
H 5.092545 0.193137 -2.853831 -2.020 1.139 0.580 0.25
H -0.478106 -0.013257 3.405838 0.081 -0.042 0.697 0.20
H -2.090969 -1.989477 2.411054 -1.242 -1.179 0.263 0.21
H 2.328527 1.398252 -1.379046 0.797 -0.324 0.275 0.23
H -0.284950 -2.260411 -1.146748 0.844 -0.051 -0.307 0.22
H -0.547471 -0.542080 -1.584593 0.481 1.416 -1.686 0.21
H -1.859246 -1.781291 -1.289294 -0.858 0.542 -0.708 0.22
H 0.372653 2.033238 0.817179 0.464 -0.558 -1.189 0.23
H 0.730859 0.909449 -0.632185 -0.230 0.283 -2.640 0.20
H 1.754624 0.946887 0.764286 0.718 0.032 0.008 0.22
```
Positions in Å, forces in eV/Å.

Output
HOMO energy	-7.6	eV
LUMO energy	0.966	eV
spin multiplicity	1

***

Maximum force in eV/A, matching the order above: 2.6, 1.7, 5.3
Energy relative to the best compared isomer or geometry (same formula, charge and spin) in kJ/mol, matching the order above: 0.0, 897.7, 707.1